Entry 1:
The molecule C9H11NO3 at a distorted geometry, computed with wB97M-V/def2-TZVPD.

```
24
Properties=species:S:1:pos:R:3:forces:R:3:nbo_charge:R:1
C -1.79630 2.59201 0.59808 0.78 -0.67 -1.03 -0.37
C -0.77987 2.09353 -0.17899 -1.64 0.61 0.17 -0.21
C -0.36518 0.66373 -0.16125 -1.26 -1.88 0.32 -0.10
C -1.11628 -0.54474 -0.07417 -1.85 2.26 0.42 -0.04
C -2.63851 -0.58795 -0.16364 1.05 -0.83 -0.12 -0.08
O -3.04497 -1.94245 -0.27870 -0.72 -0.30 -1.08 -0.72
C -0.52033 -1.74141 0.19424 1.73 1.34 -0.53 -0.02
N 0.79139 -1.84239 0.25729 1.71 -0.92 0.71 -0.39
C 1.60586 -0.80802 0.06063 -3.28 0.11 -0.46 0.07
C 3.04360 -1.10652 0.16212 1.30 -2.54 -0.62 -0.11
O 4.01017 -0.09682 -0.08598 -1.27 1.40 1.49 -0.69
C 0.97248 0.40516 -0.24959 1.08 -0.79 0.77 0.30
O 1.66134 1.47686 -0.52213 4.73 2.20 -0.89 -0.68
H -2.26966 1.94717 1.35893 0.23 0.29 -0.58 0.19
H -2.25457 3.60006 0.48978 0.89 -0.73 0.10 0.21
H -0.17603 2.71071 -0.88935 -0.98 -0.36 0.73 0.24
H -2.99349 0.05581 -0.95855 -0.23 0.12 -0.27 0.18
H -3.08561 -0.30270 0.75616 -0.40 0.65 0.79 0.19
H -2.83403 -2.29488 -1.16608 -0.10 0.41 0.64 0.47
H -1.10033 -2.58413 0.38029 -0.66 -1.35 0.17 0.21
H 3.25754 -1.81297 -0.66356 -0.18 -0.11 0.63 0.21
H 3.20628 -1.66421 1.13713 0.05 0.72 -1.01 0.20
H 3.77807 0.53015 0.63093 1.08 -0.02 -0.38 0.46
H 2.64842 1.25400 -0.63358 -2.07 0.39 0.00 0.50
```
Forces are in eV/Å.

Output
electronic energy: -17141.693 eV
SMILES string: C=Cc1c(CO)cnc(CO)c1O
F_max: 0.10296 hartree/bohr
orbital gap: 0.330 Eh
ΔE to the lowest compared entry with this formula, charge and spin: 70.7 kcal/mol



Entry 2:
A cluster of 2 separate species, C9H11NOS in total at a distorted geometry, computed with wB97M-V/def2-TZVPD.

```
23
Properties=species:S:1:pos:R:3:forces:R:3:nbo_charge:R:1
C -2.44226 -1.13896 -0.54284 0.91 1.23 0.03 -0.23
C -1.41826 -0.49178 -1.29184 -0.52 0.85 0.26 -0.22
C -2.98029 -0.55027 0.63785 -0.26 -2.71 -2.18 -0.02
C -1.68729 1.30796 0.38193 2.34 0.69 -1.92 0.09
C -0.95441 0.76424 -0.78446 -1.21 0.53 1.33 -0.33
C 0.15579 1.48831 -1.11262 1.27 -0.72 0.17 0.72
C 2.96330 0.68293 0.05821 0.46 -1.01 -0.64 -0.67
C 1.00562 -0.52806 1.21003 -3.29 0.11 4.28 -0.70
C 1.73135 -0.19657 0.02856 0.81 0.64 -0.36 -0.20
N -2.60981 0.66842 0.94984 -1.95 0.06 2.85 -0.42
O 0.91512 2.30263 -1.46684 -0.72 0.07 -0.21 -0.45
S 1.66068 -1.36504 -1.20638 0.22 -1.11 -1.26 0.08
H -2.83818 -2.06383 -0.89350 -0.17 -0.57 -0.20 0.22
H -1.03166 -0.69023 -2.30121 -0.57 -0.81 0.69 0.24
H -3.77610 -1.15104 1.18891 1.12 1.36 -0.49 0.20
H -1.42339 2.29180 0.77949 -0.02 -0.14 -0.25 0.19
H 3.98105 0.13846 -0.10774 -1.89 0.95 0.07 0.23
H 3.01167 1.24450 0.96973 0.03 0.02 0.78 0.22
H 2.74234 1.44745 -0.67916 0.81 0.19 -0.57 0.24
H 0.49884 0.38263 1.78154 1.49 -1.26 -1.03 0.23
H 0.03124 -1.09392 1.01822 1.48 0.29 -0.01 0.23
H 1.57161 -1.10048 2.04446 -0.61 0.75 -1.36 0.22
H 0.89306 -2.34917 -0.66216 0.28 0.59 0.03 0.14
```
Forces are in eV/Å.

Output
electronic energy: -23879.761 eV
F_max: 0.10493 hartree/bohr
orbital gap (spin up / spin down): 0.246 / 0.247 Eh
ΔE to the lowest compared entry with this formula, charge and spin: 108.2 kcal/mol



Entry 3:
The molecule C9H11NOS at a distorted geometry, computed with wB97M-V/def2-TZVPD.

```
23
Properties=species:S:1:pos:R:3:forces:R:3:nbo_charge:R:1
C -1.94722 2.11599 0.39044 1.15 -1.46 1.21 0.24
C 0.14378 0.80896 -1.10930 -0.68 1.13 1.10 -0.41
C -1.22035 0.99171 0.89538 -0.65 -1.09 -2.07 -0.35
C 0.20933 0.90138 0.44163 0.03 -1.63 -0.36 -0.23
C -0.52806 -0.55430 -1.25876 2.33 -0.87 2.83 -0.31
C 0.87951 -0.48800 0.79388 1.66 1.52 -1.28 -0.24
C 0.34753 -1.46890 -0.23506 -3.11 1.20 0.03 0.11
C -1.85772 -0.61337 -0.66080 0.23 2.80 1.64 -0.34
C 2.47218 -0.33339 0.69885 -4.51 2.76 0.81 -0.58
N -2.43483 3.03243 -0.07822 -1.05 1.51 -0.83 -0.36
O -0.54615 -2.47096 0.37614 0.10 0.85 -0.57 -0.66
S -2.15095 -1.97034 0.28254 0.12 -1.33 0.09 0.66
H -0.63272 1.61716 -1.31282 1.80 -0.62 -1.08 0.25
H 1.22872 0.87879 -1.42106 -1.66 0.16 -0.71 0.23
H -1.54497 0.60818 1.84629 -0.01 -0.18 0.20 0.24
H 0.83728 1.73710 0.72595 0.11 0.24 0.31 0.23
H -0.47016 -1.05313 -2.16553 -0.10 -0.48 -2.18 0.24
H 0.58798 -0.79979 1.74689 -0.34 -0.64 1.59 0.22
H 0.97332 -2.00589 -0.87645 1.65 -0.96 -0.27 0.20
H -2.64070 -0.14285 -1.23202 -0.55 0.02 0.29 0.26
H 2.84237 -1.23437 0.52458 2.06 -3.70 -1.43 0.20
H 2.84003 -0.01791 1.62436 0.55 0.67 1.53 0.21
H 2.61182 0.46148 0.00311 0.87 0.09 -0.85 0.20
```
Forces are in eV/Å.

Output
electronic energy: -23880.234 eV
F_max: 0.10406 hartree/bohr
orbital gap (spin up / spin down): 0.287 / 0.287 Eh
ΔE to the lowest compared entry with this formula, charge and spin: 97.3 kcal/mol



Entry 4:
A cluster of 2 separate species, C9H11O3 in total at a distorted geometry, computed with wB97M-V/def2-TZVPD.

```
23
Properties=species:S:1:pos:R:3:forces:R:3:nbo_charge:R:1
C -2.31470 2.89894 1.05394 -0.51 2.87 0.94 -0.75
C -1.08718 3.86118 0.77948 -0.85 -1.72 1.87 0.81
O 0.07714 3.39246 1.21669 -1.31 -2.07 0.64 -0.73
O -1.26428 4.94918 0.30715 0.29 0.69 -0.58 -0.65
H -2.40692 2.41104 2.06125 0.34 0.91 -0.79 0.23
H -2.27549 2.11458 0.39680 0.25 -2.02 -1.72 0.24
H -3.19297 3.52933 0.76652 0.47 -0.60 0.64 0.20
C 1.64642 -3.41053 -1.69774 1.03 -0.79 -1.36 -0.61
C 0.11056 -0.13458 0.56355 -1.48 -1.95 0.64 0.39
C 1.15081 0.06703 -0.32529 0.56 2.51 -1.47 -0.34
C -0.43655 -1.52503 0.72078 2.02 3.16 -0.67 -0.33
C 1.61430 -0.99013 -1.07068 0.47 -0.02 0.30 -0.19
C 0.19112 -2.50227 -0.00096 -1.76 -0.45 0.61 -0.19
C 1.19303 -2.29537 -0.92629 -1.38 1.64 1.88 -0.17
O -0.44029 0.82586 1.16425 -1.06 1.41 1.70 -0.82
H -0.17052 2.33476 1.51875 1.34 1.62 -1.62 0.54
H 1.41064 1.21699 -0.61970 -0.39 -3.02 0.97 0.20
H -1.31735 -1.58937 1.33187 -0.12 -0.44 0.23 0.20
H 2.40281 -0.75607 -1.72489 0.97 0.06 -1.22 0.18
H -0.26058 -3.47994 0.07328 0.12 -0.55 -0.03 0.17
H 1.23275 -4.36701 -1.31172 0.09 0.58 -0.76 0.20
H 2.71583 -3.41892 -1.51745 0.55 -0.62 -0.66 0.20
H 1.42141 -3.13212 -2.75959 0.35 -1.18 0.48 0.20
```
Forces are in eV/Å.

Output
electronic energy: -15654.676 eV
net charge: -1
F_max: 0.07399 hartree/bohr
orbital gap: 0.252 Eh
ΔE to the lowest compared entry with this formula, charge and spin: 37.5 kcal/mol



Entry 5:
A cluster of 2 separate species, C9H11O3 in total at a distorted geometry, computed with wB97M-V/def2-TZVPD.

```
23
Properties=species:S:1:pos:R:3:forces:R:3:nbo_charge:R:1
C 1.66998 -0.68826 -1.29318 4.40 -3.25 1.28 -0.72
C 1.05408 -1.95759 -1.81335 0.50 0.51 -0.98 0.80
O -0.18011 -1.82741 -2.31818 -0.31 0.77 0.87 -0.77
O 1.76320 -2.96684 -1.81081 -1.75 0.41 -0.24 -0.67
H 1.39991 0.17707 -1.69667 -1.50 3.43 -1.94 0.22
H 2.86085 -0.74783 -1.30147 -2.48 -0.16 -0.28 0.19
H 1.45851 -0.65328 -0.26333 -0.45 0.20 1.47 0.24
C 0.31670 1.26395 3.57419 1.67 -0.60 2.57 -0.62
C -0.94910 0.76108 -0.41374 1.15 3.89 -2.22 0.38
C -1.09081 -0.29777 0.41464 -1.81 -1.98 1.66 -0.37
C -0.58821 2.12648 0.10257 -0.86 -2.51 -2.59 -0.30
C -0.93650 -0.06353 1.78596 1.53 3.60 -1.80 -0.17
C -0.37066 2.22584 1.40434 1.40 1.02 2.32 -0.19
C -0.44853 1.14745 2.32405 -0.72 0.63 -2.51 -0.16
O -1.03087 0.65036 -1.70215 -0.21 -1.56 -0.89 -0.79
H -1.52147 -1.24398 -0.06830 0.82 1.31 1.15 0.23
H -0.76179 -0.79280 -2.09045 1.79 -0.60 0.00 0.53
H -0.38069 2.96195 -0.59744 -0.45 -0.82 0.41 0.21
H -1.19766 -0.58308 2.57956 -1.11 -4.13 2.98 0.19
H 0.03475 3.19875 1.72444 -0.21 -0.36 0.35 0.18
H 1.25365 0.58111 3.43323 -0.91 1.78 0.29 0.20
H -0.07217 0.78273 4.52695 -0.32 0.52 -1.06 0.19
H 0.56661 2.36465 3.88973 -0.17 -2.10 -0.87 0.21
```
Forces are in eV/Å.

Output
electronic energy: -15653.837 eV
net charge: -1
F_max: 0.10937 hartree/bohr
orbital gap: 0.261 Eh
ΔE to the lowest compared entry with this formula, charge and spin: 56.8 kcal/mol



Entry 6:
A cluster of 2 separate species, C9H11O3 in total at a distorted geometry, computed with wB97M-V/def2-TZVPD.

```
23
Properties=species:S:1:pos:R:3:forces:R:3:nbo_charge:R:1
C -1.50342 2.36899 -3.50396 -1.60 2.95 1.51 -0.64
C -0.58316 -0.75278 -0.60181 1.71 0.44 0.52 0.38
C -1.41037 -1.03072 -1.71809 1.42 2.61 1.86 -0.33
C -0.11629 0.55316 -0.41124 1.81 0.14 3.50 -0.31
C -1.78629 0.03331 -2.51307 0.20 2.14 -0.56 -0.20
C -0.49060 1.59906 -1.17777 -2.10 -1.03 -2.94 -0.21
C -1.33113 1.41961 -2.33040 -0.92 -3.83 0.34 -0.13
O -0.05551 -1.69137 0.15973 -0.64 -2.55 -0.23 -0.80
H 0.58081 -1.87932 1.10094 -0.42 2.72 -0.67 0.55
H -1.42147 -2.03174 -1.92017 -1.07 -2.50 -0.90 0.21
H 0.67330 0.75749 0.51152 -2.18 -0.77 -2.49 0.28
H -2.45155 -0.14983 -3.36799 0.41 0.01 0.13 0.18
H -0.09988 2.50608 -0.91079 0.90 2.51 0.24 0.19
H -1.56362 3.42097 -2.84452 1.02 -1.96 -2.52 0.21
H -2.51588 2.49557 -4.14911 2.12 -1.14 1.69 0.20
H -0.64950 2.14171 -4.19254 -0.67 1.19 0.42 0.22
C 1.70077 -0.76242 4.18019 3.99 0.44 -0.62 -0.73
C 1.75734 -0.57068 2.61915 -0.82 4.57 1.49 0.80
O 1.94998 0.50793 1.96479 0.70 -2.09 1.70 -0.75
O 1.19024 -1.58047 2.27683 -1.74 -5.18 -3.74 -0.74
H 2.27214 0.07789 4.58946 0.13 -0.25 0.61 0.18
H 2.43913 -1.82466 4.27429 -3.07 2.98 0.55 0.21
H 0.63771 -0.54802 4.44012 0.83 -1.37 0.12 0.23
```
Forces are in eV/Å.

Output
electronic energy: -15652.152 eV
net charge: -1
F_max: 0.12882 hartree/bohr
orbital gap: 0.271 Eh
ΔE to the lowest compared entry with this formula, charge and spin: 95.7 kcal/mol